1.
Molecular formula: C4H7NO2
Method: DFT, ωB97M-V/def2-TZVPD

```
14
C4H7NO2 ωB97M-V/def2-TZVPD
H -1.646 2.169 0.774
N -0.877 1.731 1.276
C -0.596 0.621 0.749
C -1.347 -0.052 -0.393
O 0.425 -0.082 1.331
C 1.196 -0.867 0.457
C 1.436 -0.157 -0.870
O 1.465 1.043 -0.970
H -2.188 -0.617 0.019
H -1.723 0.704 -1.085
H -0.769 -0.758 -0.996
H 2.169 -1.014 0.942
H 0.755 -1.862 0.296
H 1.532 -0.814 -1.760
```

Its charge is 0. For the total energy, the calculation gives -361.80552 Eh. The calculation puts the gap between HOMO and LUMO at 0.390 Ha. The highest occupied orbital energy comes out at -0.3627 hartree. The SMILES is [H]/N=C(\C)OCC=O.

Here are the natural (NBO) charges for atoms 1 to 4, given in e:
1. H 0.34
2. N -0.64
3. C 0.57
4. C -0.72

=====

2.
Molecular formula: C28H37AsCl2N5O2SSn
Method: DFT, ωB97M-V/def2-TZVPD

```
77
C28H37AsCl2N5O2SSn ωB97M-V/def2-TZVPD
Sn 0.995 1.071 0.714
C 2.279 2.210 3.703
C 3.471 1.489 3.087
N 3.448 1.552 1.632
C 3.918 2.797 1.040
C 2.931 3.920 1.190
C 3.336 5.215 1.485
C 2.372 6.203 1.614
C 1.039 5.862 1.461
C 0.719 4.545 1.152
C -0.709 4.113 0.949
N -0.916 2.711 1.264
C -1.290 2.430 2.642
C -0.096 2.597 3.571
N 1.008 1.726 3.177
N 1.653 3.619 0.995
H 2.350 3.274 3.470
H 2.323 2.096 4.793
H 3.424 0.432 3.362
H 4.393 1.930 3.495
H 4.038 0.801 1.287
H 4.032 2.620 -0.034
H 4.892 3.104 1.442
H 4.383 5.441 1.617
H 2.658 7.220 1.844
H 0.262 6.600 1.571
H -0.930 4.267 -0.111
H -1.378 4.763 1.528
H -1.651 2.332 0.674
H -1.617 1.388 2.668
H -2.106 3.083 2.983
H -0.406 2.409 4.605
H 0.254 3.630 3.503
H 0.842 0.786 3.537
C 2.183 -4.637 2.214
As 1.624 -3.432 0.791
C 0.205 -4.504 0.011
C 3.099 -3.572 -0.477
S 1.853 -1.500 1.675
H 2.502 -5.578 1.763
H 1.343 -4.825 2.886
H 3.006 -4.210 2.787
H 0.647 -5.492 -0.131
H -0.130 -4.096 -0.936
H -0.641 -4.553 0.693
H 3.184 -4.603 -0.821
H 4.027 -3.274 0.019
H 2.926 -2.918 -1.329
Cl -2.474 -1.020 -5.092
C -3.887 -0.856 -4.099
C -4.722 0.221 -4.342
C -5.882 0.384 -3.607
C -6.204 -0.524 -2.614
C -5.367 -1.595 -2.378
Cl -5.777 -2.726 -1.126
C -4.183 -1.805 -3.105
N -3.410 -2.912 -2.845
C -2.028 -3.021 -2.984
C -1.502 -4.165 -3.579
C -0.146 -4.281 -3.802
C 0.713 -3.267 -3.409
C 0.204 -2.166 -2.742
C -1.159 -2.028 -2.513
C -1.628 -0.865 -1.704
C -1.134 -0.981 -0.257
O -0.876 -2.057 0.252
O -1.023 0.152 0.338
H -4.467 0.923 -5.122
H -6.537 1.215 -3.806
H -7.091 -0.402 -2.014
H -3.909 -3.727 -2.522
H -2.180 -4.945 -3.895
H 0.241 -5.150 -4.310
H 1.769 -3.338 -3.624
H 0.867 -1.382 -2.388
H -2.712 -0.797 -1.658
H -1.249 0.076 -2.108
```

Its charge is +1. For the total energy, the calculation gives -5281.95050 Eh. The calculation puts the gap between HOMO and LUMO at 0.267 Ha. The highest occupied orbital energy comes out at -0.3534 hartree.

Here are the natural (NBO) charges for atoms 1 to 4, given in e:
1. Sn 1.36
2. C -0.23
3. C -0.24
4. N -0.65

=====

3.
Molecular formula: C3H10N2O2
Method: DFT, ωB97M-V/def2-TZVPD

```
17
C3H10N2O2 ωB97M-V/def2-TZVPD
C 2.251 0.210 -0.082
N 1.444 0.144 -1.306
O 1.865 -0.802 0.798
H 0.917 -0.671 1.025
H 1.396 1.043 -1.780
H 1.831 -0.529 -1.959
H 3.320 0.064 -0.272
H 2.101 1.212 0.357
N -0.873 -0.674 1.490
C -2.236 -0.480 -0.291
C -1.759 0.814 -0.242
O -1.798 -1.333 0.617
H -0.941 -1.228 2.345
H -1.384 0.531 1.197
H -3.140 -0.833 -0.771
H -0.677 0.981 -0.318
H -2.318 1.550 -0.807
```

Its charge is 0. For the total energy, the calculation gives -380.13237 Eh. The calculation puts the gap between HOMO and LUMO at 0.373 Ha. The highest occupied orbital energy comes out at -0.3389 hartree.

Here are the natural (NBO) charges for atoms 1 to 4, given in e:
1. C 0.09
2. N -0.87
3. O -0.75
4. H 0.49